21
Properties=species:S:1:pos:R:3:forces:R:3:lowdin_charge:R:1 method="wB97M-V/def2-TZVPD" e_above_lowest_kcal_mol=383.6 fmax_ev_per_a=5.71 homo_lumo_gap_ha=0.173 total_charge=+1 homo_energy_ev=-12.567 e_lumo_ev=-7.848
C -2.042 -1.180 0.516 -5.261 1.130 -1.912 -0.327
O -2.941 -1.320 1.505 2.247 1.577 -0.255 0.029
C -0.699 -0.785 1.273 -3.122 -2.081 3.155 -0.151
C -0.616 0.712 1.786 1.961 -0.951 -1.970 0.166
C 0.706 1.129 1.746 0.963 2.835 2.858 -0.118
C 1.033 2.343 2.424 -2.080 -2.714 -3.319 0.264
N 0.717 -2.407 -0.500 0.701 -1.587 0.293 -0.040
N -0.596 -2.041 2.134 2.471 3.790 -0.018 0.094
H -2.323 -0.365 -0.176 0.326 0.471 0.296 0.128
H -2.169 -2.052 -0.119 1.950 -0.849 0.006 0.142
H 0.018 -2.680 1.664 -0.196 -0.650 -0.304 0.063
H -0.099 -1.477 0.308 2.593 -0.831 -2.844 0.100
H -1.059 1.770 1.799 -1.811 -2.520 0.125 0.165
H 3.187 5.228 -10.858 -4.025 -2.172 1.697 0.002
H 2.106 2.482 2.451 -0.213 1.042 0.936 0.112
H 0.109 2.930 2.503 1.193 0.871 1.137 0.102
H 1.794 -2.522 -0.361 -2.562 1.152 -0.157 0.047
H 1.575 0.644 1.488 1.322 -2.161 -0.794 0.093
H 0.518 -2.842 -1.492 -0.025 2.090 2.308 0.061
H -1.514 -2.314 2.393 -0.457 -0.613 0.458 0.069
H 2.296 4.747 -10.483 4.025 2.171 -1.697 -0.002